No. 1
15
Properties=species:S:1:pos:R:3:forces:R:3 method="wB97M-V/def2-TZVPD" charge=0
N -0.042 -1.465 -1.784 -0.215 0.287 0.131
C 0.178 -0.168 -1.300 -0.721 0.938 -0.343
O 1.146 0.447 -1.707 -0.654 0.030 0.347
C -0.983 0.622 -0.375 0.569 -0.497 -0.719
N -0.736 0.645 1.053 -0.182 -0.045 -0.154
C 0.564 1.097 1.524 0.145 0.146 -0.089
C 0.222 -0.350 1.453 0.240 -0.350 -0.109
H 0.565 -1.743 -2.553 0.066 0.292 0.525
H -0.340 -2.245 -1.214 -0.341 0.491 0.070
H -1.048 1.677 -0.695 0.266 -0.589 -0.375
H -1.975 0.166 -0.509 0.437 -0.104 -0.248
H 1.297 1.447 0.800 -0.159 -0.008 0.012
H 0.521 1.665 2.454 0.062 -0.347 -0.167
H 0.627 -0.813 0.539 0.351 -0.429 1.296
H 0.005 -0.982 2.313 0.137 0.184 -0.176


No. 2
123
Properties=species:S:1:pos:R:3:forces:R:3 method="wB97M-V/def2-TZVPD" charge=0
Al 0.181 0.550 -0.168 0.503 0.690 -0.306
C -5.324 -0.702 2.277 -0.009 0.013 -0.002
C -4.830 -1.995 2.130 0.007 -0.010 -0.007
C -3.619 -2.210 1.505 -0.025 -0.018 0.050
C -2.895 -1.119 1.017 0.053 -0.006 0.038
C -3.400 0.162 1.125 0.126 -0.020 0.058
C -4.612 0.370 1.769 0.011 0.028 -0.004
N -1.596 -1.284 0.407 -0.239 -0.166 -0.093
N -1.249 -2.469 0.428 0.039 -0.045 0.060
C -0.011 -2.789 -0.171 0.012 -0.031 -0.125
C 0.318 -4.135 -0.155 0.012 -0.006 -0.024
C 1.478 -4.531 -0.797 -0.018 0.002 0.012
C 2.238 -3.561 -1.426 0.006 -0.002 -0.022
C 1.825 -2.240 -1.371 0.030 -0.006 -0.043
N 0.716 -1.840 -0.744 -0.118 -0.240 0.334
H -6.268 -0.538 2.779 0.000 0.001 -0.004
H -5.393 -2.838 2.507 -0.002 0.003 0.006
H -3.233 -3.212 1.396 0.008 0.016 0.005
H -2.828 0.969 0.692 0.097 0.015 0.088
H -5.002 1.374 1.870 0.002 0.017 -0.005
H -0.346 -4.828 0.339 0.003 -0.003 0.000
H 1.773 -5.571 -0.817 0.000 0.000 0.001
H 3.146 -3.809 -1.957 -0.001 -0.006 0.001
H 2.426 -1.471 -1.837 -0.014 -0.036 0.005
I 0.068 -2.165 5.510 0.003 -0.003 -0.001
C -0.406 -0.501 4.358 -0.002 -0.002 -0.004
C -0.980 0.630 4.923 0.008 0.014 0.009
C -1.264 1.701 4.095 0.016 -0.003 0.025
C -0.979 1.596 2.744 -0.181 -0.075 -0.040
N -0.444 0.507 2.203 -0.200 -0.036 -0.206
C -0.151 -0.518 2.999 0.096 -0.075 -0.042
H -1.194 0.670 5.983 0.001 0.003 0.000
H -1.701 2.610 4.487 0.004 -0.004 -0.001
H -1.185 2.399 2.056 -0.054 -0.009 0.002
H 0.315 -1.381 2.537 0.010 0.006 -0.010
C 0.904 4.795 -1.069 -0.004 -0.052 0.003
C -0.479 4.718 -0.401 0.031 -0.028 -0.037
C -0.195 4.410 1.069 0.031 -0.008 0.098
C -1.121 6.110 -0.452 -0.005 0.010 0.009
P -1.458 3.284 -1.181 -0.008 -0.057 -0.129
N -0.911 1.884 -0.712 -0.051 0.051 0.403
C -3.286 3.521 -0.711 -0.023 -0.036 -0.058
C -4.075 2.251 -1.113 0.030 0.029 -0.061
C -4.014 4.719 -1.344 -0.014 -0.024 0.011
C -3.420 3.704 0.808 -0.004 0.067 0.023
C -1.426 3.571 -3.067 0.048 0.002 0.029
C -1.596 5.026 -3.536 -0.026 0.006 0.006
C -2.494 2.711 -3.766 0.006 -0.018 0.066
C -0.105 3.076 -3.657 0.083 -0.002 0.005
H 1.534 5.460 -0.473 0.008 -0.014 0.002
H 0.869 5.192 -2.079 -0.031 0.041 -0.041
H 1.388 3.817 -1.088 0.004 0.008 0.007
H 0.509 5.154 1.450 0.010 0.014 -0.001
H 0.276 3.439 1.180 0.084 -0.034 0.000
H -1.083 4.457 1.699 0.082 -0.018 -0.024
H -0.400 6.820 -0.036 0.002 -0.004 0.000
H -2.018 6.173 0.164 0.036 0.010 -0.015
H -1.362 6.445 -1.455 -0.017 0.006 -0.018
H -4.595 2.389 -2.057 0.010 0.025 -0.062
H -4.836 2.040 -0.361 -0.006 0.006 -0.029
H -3.441 1.371 -1.211 -0.016 0.034 -0.005
H -4.078 4.648 -2.425 -0.012 -0.029 -0.011
H -3.580 5.681 -1.083 -0.007 -0.016 -0.012
H -5.040 4.711 -0.966 -0.003 0.010 -0.002
H -3.060 2.845 1.367 0.085 -0.019 0.054
H -4.481 3.825 1.044 -0.009 -0.031 -0.002
H -2.908 4.594 1.171 -0.117 -0.036 -0.038
H -2.448 5.546 -3.111 0.006 -0.001 -0.015
H -1.737 5.001 -4.619 0.005 -0.004 0.002
H -0.705 5.623 -3.351 0.040 0.012 0.031
H -3.501 3.106 -3.670 -0.041 0.016 0.040
H -2.482 1.680 -3.408 -0.013 -0.016 0.018
H -2.258 2.689 -4.832 -0.016 -0.022 0.006
H 0.779 3.512 -3.209 0.061 0.015 0.033
H -0.092 3.306 -4.725 -0.019 0.010 0.014
H -0.061 2.004 -3.561 0.131 -0.249 -0.006
O 0.826 0.560 -10.629 0.005 -0.010 -0.001
S 0.393 0.069 -9.343 -0.013 0.008 -0.005
O -0.637 0.854 -8.690 0.016 -0.001 -0.005
O 0.217 -1.371 -9.245 -0.002 0.001 0.008
C 1.830 0.297 -8.244 -0.002 -0.006 -0.002
N 3.053 0.461 -8.749 -0.003 0.016 0.004
C 4.048 0.578 -7.879 0.002 0.001 -0.003
C 3.862 0.546 -6.505 -0.001 0.001 0.010
C 2.553 0.363 -6.088 -0.002 -0.002 -0.012
N 1.552 0.232 -6.943 0.013 -0.025 -0.001
C 2.124 0.319 -4.667 0.020 0.033 0.013
C 2.789 0.984 -3.646 0.001 -0.023 -0.024
C 2.233 1.002 -2.379 0.013 0.052 0.039
N 1.082 0.402 -2.086 -0.207 0.001 0.038
C 0.459 -0.270 -3.067 -0.180 0.152 -0.062
C 0.939 -0.344 -4.351 -0.069 0.079 0.008
H 5.041 0.703 -8.299 0.000 0.000 0.000
H 4.692 0.637 -5.817 0.001 0.004 -0.004
H 3.708 1.524 -3.832 -0.007 0.003 -0.003
H 2.720 1.516 -1.562 -0.013 -0.001 -0.027
H -0.479 -0.744 -2.803 0.002 0.015 0.007
H 0.384 -0.845 -5.133 0.007 -0.002 -0.005
C 6.858 -0.484 2.449 -0.001 0.000 -0.004
C 6.572 -0.885 1.151 -0.005 0.003 0.002
C 5.269 -0.832 0.683 0.012 0.008 -0.003
C 4.229 -0.359 1.485 -0.011 0.021 -0.020
C 4.528 0.024 2.791 -0.008 -0.018 0.003
C 5.830 -0.038 3.267 0.005 0.001 0.005
C 2.862 -0.334 0.896 -0.007 -0.066 0.082
C 1.987 0.682 0.832 0.089 -0.119 -0.130
C 2.438 1.952 1.494 -0.069 0.051 -0.045
C 3.260 2.851 0.814 -0.028 0.039 -0.025
C 3.711 4.020 1.410 -0.002 0.010 0.025
C 3.354 4.322 2.715 -0.017 -0.013 -0.015
C 2.568 3.424 3.421 -0.003 0.006 0.006
C 2.124 2.256 2.820 -0.028 -0.003 0.015
H 7.873 -0.526 2.821 0.000 0.000 -0.001
H 7.364 -1.242 0.505 0.001 0.000 0.000
H 5.050 -1.149 -0.332 0.000 -0.001 -0.003
H 3.738 0.367 3.444 0.002 -0.006 -0.001
H 6.041 0.263 4.285 0.001 0.000 0.000
H 2.626 -1.279 0.424 0.035 0.121 0.096
H 3.588 2.627 -0.194 -0.037 0.007 -0.001
H 4.353 4.690 0.852 -0.002 0.003 0.002
H 3.702 5.235 3.183 0.005 -0.004 0.001
H 2.311 3.622 4.455 0.003 0.004 -0.002
H 1.569 1.543 3.414 -0.054 0.004 -0.010


No. 3
13
Properties=species:S:1:pos:R:3:forces:R:3 method="wB97M-V/def2-TZVPD" charge=+1
N -1.891 1.142 0.362 0.854 0.253 -0.421
H -1.675 1.461 1.298 -0.326 -0.282 0.192
H -0.665 0.384 -0.359 -0.614 -0.023 -0.633
H -2.701 0.537 0.321 -0.185 0.147 0.366
H -2.074 1.980 -0.180 -0.222 -0.053 -0.044
C 1.719 -0.360 0.788 -0.579 -0.196 -0.367
C 0.888 -0.957 -0.058 -0.576 -0.253 0.372
N 0.000 -0.232 -1.001 2.121 -0.164 -0.567
H 2.205 0.592 0.599 -0.572 0.260 0.388
H 1.817 -0.869 1.740 1.141 -0.230 -0.328
H 0.669 -2.016 -0.030 -0.393 0.105 0.502
H -0.474 -0.876 -1.632 -0.366 -0.040 0.329
H 0.589 0.317 -1.636 -0.285 0.475 0.210


no.,orbital gap (eV),highest occupied orbital energy (Ha),electronic energy (eV)
1,10.0,-0.335,-9303.73674
2,4.8,-0.260,-106697.49538
3,11.2,-0.537,-5192.80438